Density functional theory data (ωB97M-V/def2-TZVPD) for 2 unconnected molecules or ions with the total composition CH3NSi.

## Properties
LUMO   -1.96 eV
Energy above the lowest of the compared OMol25 structures with the same formula, charge and spin   54.48 kcal per mole
Total charge   0

Each line ends with the Mulliken charge.
Atoms and positions in Å:
C 0.53615 1.27336 0.52003  0.215
N 1.13524 1.28271 1.50240  -0.316
Si -0.34080 0.98485 -1.09969  0.130
H -0.28465 -3.00331 -0.16911  -0.010
H 0.22334 -2.89425 0.34298  0.010
H -1.26929 2.35663 -1.09662  -0.029

Force components x, y, z for each atom (eV/Å):
-0.319 0.268 -0.169
0.246 -0.001 0.362
-1.009 1.042 -0.477
-0.322 -0.069 -0.329
0.322 0.079 0.330
1.082 -1.319 0.282

---

Density functional theory data (ωB97M-V/def2-TZVPD) for 19 unconnected molecules or ions with the total composition C25H68N19O36.

## Properties
LUMO   -3.27 eV
Total charge   +1

Each line ends with the Mulliken charge.
Atoms and positions in Å:
C -0.47116 -3.51347 -1.01236  -0.824
C -0.79064 -2.18308 -0.66413  -0.320
C 0.34243 -1.10477 -0.66217  0.578
C 0.96296 -1.15659 0.80012  -1.043
N 1.69710 0.17197 0.90197  0.062
C 1.42895 1.02213 -0.32505  -0.791
C -0.01891 0.43928 -0.74285  0.586
C -0.30844 1.10141 -2.15987  -1.484
H -0.03173 -3.79218 -2.00841  0.299
H -0.74422 -4.29395 -0.25476  0.264
H -1.86422 -1.97652 -0.39389  0.195
H 1.05352 -1.33290 -1.50115  0.345
H 1.55287 -2.06027 1.10908  0.490
H 0.04480 -1.01278 1.44375  0.317
H 1.14788 0.67066 1.61136  0.457
H 2.68273 0.05584 1.18097  0.297
H 2.15076 0.56391 -1.05972  0.281
H 1.54064 2.12771 -0.21736  0.095
H -0.68625 0.79052 0.09226  0.169
H -0.49153 2.20271 -1.97219  0.262
H 0.59750 1.01430 -2.81712  0.467
H -1.25839 0.71745 -2.64604  0.355
C 5.47897 0.92966 -1.37249  -0.738
N 5.36162 -0.21184 -0.42666  0.943
O 5.02730 0.03545 0.72140  -0.586
O 5.60717 -1.31288 -0.86199  -0.524
H 5.23085 1.84727 -0.84546  0.265
H 6.50624 0.95489 -1.72995  0.313
H 4.78212 0.75174 -2.18931  0.312
C -4.34957 0.32324 -0.26830  -0.176
N -4.45408 -0.81630 0.67856  1.057
O -4.78409 -0.56874 1.82255  -0.624
O -4.19960 -1.92094 0.24263  -0.614
H -4.60324 1.23949 0.25688  0.281
H -3.32250 0.35592 -0.62676  -0.186
H -5.04379 0.14163 -1.08108  0.165
C 2.99874 5.10085 2.32534  -0.840
N 2.34001 4.71985 1.04841  0.762
O 3.02754 4.20103 0.19177  -0.482
O 1.15068 4.95488 0.94914  -0.476
H 4.04994 4.83276 2.26915  0.307
H 2.87962 6.17545 2.44762  0.310
H 2.50241 4.55577 3.12601  0.339
C -6.84013 -0.68809 4.12004  -0.197
N -7.96932 0.24515 4.36139  1.009
O -9.08283 -0.12828 4.06025  -0.563
O -7.69356 1.32703 4.84889  -0.573
H -7.22862 -1.60559 3.68725  0.282
H -6.15321 -0.19993 3.43376  0.233
H -6.36660 -0.88535 5.08137  -0.054
C -0.48356 6.06497 -1.42244  -0.571
N -0.49964 6.51834 -2.83640  0.932
O -0.42490 7.71044 -3.04256  -0.556
O -0.58651 5.65547 -3.68644  -0.561
H -0.40300 6.93525 -0.77648  0.333
H -1.41532 5.53259 -1.23883  0.251
H 0.37571 5.41137 -1.29778  0.163
C -8.39674 0.99020 -1.95994  -0.852
N -7.07479 1.12550 -2.62446  0.871
O -6.95203 0.64820 -3.73265  -0.477
O -6.20242 1.70896 -2.00754  -0.473
H -9.06757 0.45276 -2.62429  0.337
H -8.24403 0.43798 -1.03478  0.301
H -8.76865 1.99352 -1.76325  0.305
C 7.86794 -3.83667 -1.41479  -0.596
N 9.18568 -3.71647 -2.08463  0.946
O 9.30116 -4.20377 -3.19116  -0.534
O 10.06240 -3.13597 -1.47553  -0.544
H 7.18895 -4.37443 -2.07110  0.257
H 8.02472 -4.38535 -0.48529  0.362
H 7.50311 -2.82949 -1.22449  0.193
C -3.41936 -1.96717 7.58594  -0.724
N -4.09546 -2.33904 6.31595  0.863
O -3.42183 -2.85261 5.45048  -0.515
O -5.28679 -2.09955 6.23636  -0.563
H -2.36968 -2.23744 7.51418  0.300
H -3.53420 -0.89300 7.71643  0.265
H -3.90654 -2.51561 8.39017  0.295
C -1.75995 4.26712 1.72080  -0.513
N -2.66690 3.63558 0.73126  0.991
O -3.80895 4.03251 0.68927  -0.541
O -2.20154 2.75743 0.02355  -0.411
H -2.31433 5.02283 2.26737  0.311
H -1.41054 3.48838 2.39012  0.334
H -0.93480 4.71561 1.17208  -0.048
C -4.15317 2.79474 -5.10661  -0.998
N -3.37722 1.54034 -4.92603  0.935
O -3.23283 0.82315 -5.89363  -0.596
O -2.93866 1.31802 -3.81301  -0.524
H -4.47663 2.85789 -6.13607  0.402
H -5.00763 2.75089 -4.43475  0.284
H -3.49586 3.62467 -4.85566  0.390
C 2.46800 -2.40752 3.65824  -0.571
N 2.82084 -1.78456 4.95807  0.891
O 3.02799 -2.52148 5.89325  -0.514
O 2.87443 -0.56895 4.98287  -0.561
H 2.45535 -3.48783 3.77572  0.357
H 1.48410 -2.03799 3.37867  0.229
H 3.22553 -2.10698 2.93552  0.216
C 8.58891 -5.89026 -5.79967  -0.688
N 7.66429 -6.50645 -6.78550  0.881
O 6.52339 -6.08984 -6.81947  -0.529
O 8.11730 -7.38463 -7.48793  -0.524
H 8.05135 -5.12695 -5.24601  0.306
H 8.93263 -6.67918 -5.13445  0.267
H 9.41685 -5.45373 -6.35402  0.286
C 10.77310 -6.64874 -0.21234  -0.496
N 9.51360 -6.77328 0.56489  0.906
O 9.43819 -7.67076 1.36976  -0.528
O 8.63764 -5.95451 0.33404  -0.617
H 11.45360 -7.43650 0.09724  0.309
H 10.51932 -6.74929 -1.26620  0.244
H 11.19575 -5.66883 0.00019  0.119
C -5.37811 -1.43032 -6.28754  -0.567
N -6.31531 -2.06632 -7.24853  0.921
O -7.45939 -1.65980 -7.26815  -0.536
O -5.86707 -2.95059 -7.94799  -0.557
H -5.91236 -0.66309 -5.73357  0.160
H -5.01663 -2.20858 -5.61876  0.299
H -4.56420 -0.99503 -6.86173  0.294
C -4.44621 3.64275 5.72880  -0.713
N -3.11930 3.77942 5.07221  0.877
O -2.98498 3.29068 3.96486  -0.521
O -2.25892 4.37091 5.68635  -0.545
H -5.11051 3.09487 5.06528  0.297
H -4.29616 3.10072 6.66007  0.272
H -4.82527 4.64563 5.91346  0.297
C 13.12937 -2.53165 0.06587  -0.587
N 13.44662 -3.53336 1.11587  0.873
O 13.99806 -3.13821 2.11875  -0.514
O 13.12758 -4.68540 0.89066  -0.548
H 13.46906 -1.55585 0.40151  0.334
H 13.64979 -2.83155 -0.84112  0.268
H 12.05097 -2.53781 -0.07872  0.173
C -6.11579 6.11777 -7.72452  -0.757
N -5.76890 5.11568 -6.68446  0.871
O -5.20889 5.51522 -5.68365  -0.502
O -6.07205 3.96033 -6.91014  -0.512
H -5.78744 7.09719 -7.38830  0.306
H -5.60288 5.83080 -8.64002  0.303
H -7.19574 6.09493 -7.85393  0.295
C -7.07981 -0.55365 8.46707  -0.647
N -6.34862 -0.64871 9.75635  0.912
O -5.79566 -1.70155 10.01151  -0.527
O -6.35409 0.33501 10.46401  -0.539
H -6.98820 -1.50032 7.94349  0.238
H -8.12154 -0.33659 8.69389  0.358
H -6.62592 0.25110 7.89207  0.216

Force components x, y, z for each atom (eV/Å):
-0.729 1.746 0.670
0.874 -1.522 -0.871
-1.535 0.229 -0.662
-1.562 -0.111 -1.188
-0.423 0.827 1.354
-0.391 -2.141 -1.627
2.162 1.008 -0.582
-0.855 0.114 0.960
0.927 0.333 1.692
-1.004 0.332 -1.710
1.486 -0.073 1.203
-0.316 0.039 0.912
-0.427 1.168 -0.562
1.171 -0.641 -0.351
1.020 -0.142 0.419
-0.281 0.372 -0.098
-0.615 1.132 0.376
-0.006 -1.063 0.336
0.009 -0.521 -1.050
0.219 -1.173 -0.269
-0.968 -0.165 0.460
1.465 0.278 0.495
-0.006 0.394 0.016
0.135 0.025 -0.237
-0.362 -0.138 0.063
-0.116 0.101 0.205
0.026 -0.122 0.029
-0.102 -0.098 -0.074
0.164 -0.092 -0.029
0.055 0.190 0.130
0.027 0.191 -0.119
0.141 -0.234 -0.088
0.019 0.022 0.187
0.005 -0.108 -0.037
-0.110 -0.042 -0.109
0.234 -0.101 0.002
0.302 0.043 0.170
0.282 0.127 0.171
-0.288 -0.116 -0.043
0.328 -0.161 -0.077
-0.115 0.001 -0.094
-0.123 -0.092 0.043
-0.079 0.147 -0.045
0.030 -0.088 0.002
-0.024 -0.259 -0.157
0.037 0.244 0.097
-0.056 0.035 0.048
-0.036 0.108 0.061
-0.066 0.012 0.195
-0.126 0.175 -0.344
0.012 0.078 0.245
-0.067 0.176 -0.048
0.009 -0.110 -0.060
0.014 -0.004 0.037
0.001 -0.020 -0.134
0.093 -0.078 -0.104
-0.146 -0.046 -0.066
-0.327 -0.107 -0.036
-0.215 -0.016 -0.140
0.203 0.091 0.088
-0.138 0.070 -0.224
0.143 0.041 -0.007
0.022 0.151 0.006
0.110 -0.061 0.104
-0.423 0.103 0.137
-0.290 -0.073 0.051
0.239 0.046 0.065
0.071 -0.051 -0.113
0.146 0.040 -0.020
-0.041 0.417 -0.360
0.116 -0.044 -0.003
0.258 -0.069 0.203
0.319 -0.067 0.074
-0.228 0.069 -0.039
0.247 -0.232 0.093
-0.116 -0.003 -0.096
-0.121 -0.090 0.062
-0.093 0.175 -0.029
0.288 0.379 -0.157
-0.261 0.307 0.303
0.081 -0.202 -0.185
0.102 -0.096 -0.006
-0.020 -0.152 -0.062
0.039 0.078 -0.116
-0.169 -0.186 0.003
0.142 0.036 -0.068
-0.220 0.251 -0.146
0.157 -0.106 0.226
-0.028 -0.171 -0.044
0.115 -0.215 0.130
0.131 0.023 0.040
-0.066 -0.088 0.152
-0.022 -0.304 -0.157
0.088 -0.144 0.252
-0.027 0.168 -0.085
-0.060 0.052 -0.122
0.019 0.104 0.052
0.066 0.019 0.082
-0.025 0.042 0.066
0.002 0.245 0.219
-0.024 0.000 -0.019
0.013 -0.065 -0.049
-0.078 0.052 0.028
0.008 -0.102 -0.092
0.074 0.027 -0.131
0.008 -0.153 0.042
0.248 -0.039 -0.106
0.323 -0.350 0.112
-0.219 0.209 -0.061
0.093 -0.428 0.295
-0.127 0.061 0.053
-0.038 0.113 0.061
-0.058 -0.042 -0.087
0.032 0.230 0.189
-0.080 0.021 0.050
0.028 -0.082 -0.074
-0.062 0.041 0.018
-0.023 -0.090 -0.101
0.072 0.009 -0.142
-0.002 -0.153 0.054
-0.368 -0.146 -0.113
-0.217 0.009 0.209
-0.001 -0.147 0.307
0.052 -0.088 -0.204
0.106 0.041 0.011
0.044 0.173 0.008
0.107 -0.063 0.109
-0.021 0.320 -0.102
0.110 0.238 0.092
-0.063 -0.183 -0.040
-0.016 -0.027 0.049
0.024 -0.144 0.059
-0.147 -0.068 0.028
0.089 -0.125 -0.111
0.014 0.337 -0.107
-0.084 0.201 -0.126
-0.042 -0.185 0.024
-0.204 0.285 -0.057
0.007 -0.138 0.056
-0.138 -0.077 0.035
0.088 -0.118 -0.073
-0.200 -0.213 -0.272
-0.057 -0.003 -0.005
0.086 0.074 0.054
0.080 -0.104 -0.022
0.056 0.076 0.115
0.111 0.153 0.016
-0.132 0.044 0.085

---

Q: What is the total charge in the first record?
A: 0

---

Q: Which of these has the lowest LUMO?
A: C25H68N19O36